Record 1
The following is a quantum chemistry calculation of C12H44BFeMnO16S2 as an isolated structure at a distorted geometry, from the Open Molecules 2025 dataset.

Atoms and positions in Å:
Mn 1.21 7.92 2.25
Fe 0.19 11.43 -0.76
S -0.89 8.87 0.84
O -2.14 8.21 0.58
O -0.92 10.18 0.17
O -0.50 9.02 2.30
O 0.32 8.08 0.41
S 2.22 10.65 -2.33
O 1.03 9.91 -1.69
O 1.68 12.05 -1.99
O 3.42 10.29 -1.60
O 2.31 10.46 -3.74
B -0.58 13.41 -0.04
H -1.59 13.40 -0.72
H 0.34 13.46 -0.81
H -0.57 14.41 0.64
H -0.56 12.48 0.70
C 0.41 8.75 5.21
O 1.48 8.22 4.37
H 0.60 8.46 6.24
H 0.42 9.84 5.18
H -0.54 8.36 4.86
H 2.26 8.13 4.92
C 0.17 5.07 3.61
O -0.04 6.32 2.95
H -0.76 4.72 4.04
H 0.58 4.32 2.93
H 0.89 5.23 4.41
H -0.94 6.24 2.52
C -3.03 10.94 3.19
O -4.19 11.67 2.83
H -2.10 11.47 3.00
H -3.17 10.69 4.25
H -2.95 9.96 2.70
H -3.92 12.37 2.24
C 2.59 12.62 0.80
O 1.77 11.43 0.73
H 2.06 13.34 1.42
H 3.50 12.38 1.36
H 2.78 13.03 -0.18
H 2.31 10.71 1.05
C 1.78 6.13 -1.73
O 2.38 7.36 -1.36
H 1.39 5.60 -0.85
H 1.00 6.27 -2.48
H 2.56 5.53 -2.18
H 1.66 8.00 -1.22
C -3.40 5.35 1.22
O -2.79 6.25 2.17
H -2.75 5.22 0.35
H -3.56 4.40 1.73
H -4.37 5.72 0.91
H -2.69 7.08 1.69
C -2.20 6.23 -2.53
C -3.18 7.39 -2.62
C -4.21 7.21 -3.69
O -3.91 7.47 -1.39
H -1.52 6.20 -3.39
H -2.77 5.31 -2.37
H -1.59 6.33 -1.63
H -2.61 8.32 -2.75
H -4.58 6.18 -3.75
H -3.84 7.42 -4.71
H -5.03 7.91 -3.56
H -3.31 7.82 -0.73
C -1.06 10.63 -4.62
C -0.98 11.86 -3.75
C -2.10 12.82 -4.09
O -1.15 11.44 -2.36
H -0.78 10.84 -5.65
H -2.11 10.28 -4.66
H -0.47 9.78 -4.27
H -0.02 12.36 -3.88
H -3.06 12.38 -3.78
H -2.15 12.95 -5.17
H -1.94 13.77 -3.58
H -1.95 10.90 -2.37

Properties
- E_HOMO (spin up / spin down) (Eh) = -0.3336 / -0.3321
- 2S+1 = 11
- expectation value of S² = 30.01
- Kohn-Sham gap (spin up / spin down) (eV) = 7.2323 / 6.8505


Record 2
The following is a quantum chemistry calculation of C12H44MnN20O12 as an isolated structure at a distorted geometry, from the Open Molecules 2025 dataset.

Atoms and positions in Å:
Mn 7.76 -11.12 11.78
O 6.29 -10.88 10.15
C 6.66 -11.70 9.14
C 8.20 -12.15 9.13
O 9.08 -12.15 10.31
H 6.40 -11.15 8.24
H 6.01 -12.55 8.93
H 8.72 -11.61 8.34
H 8.30 -13.10 8.60
C 6.54 -13.80 12.63
O 7.45 -12.99 12.50
N 6.63 -15.08 12.58
N 5.24 -13.47 12.68
H 7.50 -15.55 12.79
H 5.81 -15.65 12.71
H 4.56 -14.21 12.69
H 5.08 -12.47 12.59
C 12.00 -10.94 8.44
O 12.85 -10.54 7.68
N 11.04 -10.23 8.84
N 12.01 -12.18 8.87
H 10.21 -10.62 9.25
H 10.93 -9.37 8.32
H 11.23 -12.32 9.50
H 12.61 -12.94 8.58
C 2.81 -10.06 9.87
O 1.57 -10.08 9.82
N 3.56 -10.18 8.83
N 3.53 -9.96 10.96
H 3.13 -10.51 7.98
H 4.55 -10.33 8.95
H 3.26 -9.90 11.93
H 4.43 -10.41 10.90
C 8.35 -8.10 10.84
O 8.12 -8.93 11.70
N 7.79 -8.13 9.71
N 9.11 -7.05 11.03
H 7.33 -9.03 9.62
H 8.00 -7.42 9.03
H 8.95 -6.23 10.47
H 9.37 -6.70 11.95
C 9.90 -10.18 14.11
O 9.24 -10.84 13.34
N 11.00 -10.51 14.77
N 9.75 -8.92 14.25
H 11.28 -10.01 15.61
H 11.44 -11.41 14.62
H 9.04 -8.53 13.65
H 10.16 -8.34 14.97
C 8.67 -14.08 15.73
O 8.75 -12.89 15.62
N 7.80 -14.59 16.49
N 9.47 -14.95 15.12
H 7.78 -15.54 16.83
H 7.10 -13.95 16.81
H 9.84 -15.80 15.52
H 10.00 -14.38 14.48
C 9.82 -15.98 9.99
O 9.86 -17.18 10.11
N 10.24 -15.01 10.78
N 9.33 -15.46 8.90
H 10.79 -15.30 11.58
H 9.91 -14.09 10.56
H 9.10 -14.49 8.76
H 9.33 -16.00 8.05
C 8.76 -10.23 18.02
O 8.49 -9.49 18.96
N 9.90 -10.69 17.71
N 7.92 -10.63 17.09
H 10.60 -10.62 18.43
H 9.84 -11.43 17.03
H 7.01 -10.64 17.54
H 8.06 -11.19 16.26
C 5.81 -9.61 13.73
O 6.27 -10.69 13.33
N 5.24 -8.70 12.97
N 6.05 -9.07 14.86
H 5.38 -9.05 12.04
H 4.77 -7.86 13.28
H 6.49 -9.59 15.60
H 5.72 -8.12 14.95
C 4.47 -11.98 16.84
O 5.43 -11.45 17.33
N 3.29 -11.95 17.36
N 4.44 -12.75 15.77
H 2.51 -12.45 16.96
H 3.36 -11.73 18.34
H 3.73 -13.26 15.26
H 5.23 -12.87 15.16

Properties
- relative energy (zero: lowest compared OMol25 entry of this formula, charge and spin) (kcal/mol) = 0.0
- E_HOMO (spin up / spin down) (Eh) = -0.2834 / -0.2864
- 2S+1 = 6
- expectation value of S² = 8.75
- Kohn-Sham gap (spin up / spin down) (eV) = 7.4493 / 7.5308